C28H32N4O6 | ωB97M-V/def2-TZVPD

As for the SMILES: C[C@H](NC(=O)c1nc[nH]c1C(=O)N[C@@H](Cc1ccccc1)C(=O)OC(C)(C)C)C(=O)OCc1ccccc1. The calculation puts the energy above the lowest of the compared OMol25 structures with the same formula, charge and spin at 25.9 kcal/mol. For the HOMO-LUMO gap, the calculation gives 9.34 eV. The total energy is -47804.2163 eV. The calculation puts the LUMO energy at 0.5458 eV.

Last column: Löwdin charge in e.
Positions of all 70 atoms, in Å:
1 C -5.219 -1.290 0.711  -0.02
2 C -4.557 -1.087 -0.649  -0.23
3 N -3.397 -1.935 -0.805  0.13
4 C -2.171 -1.552 -0.418  -0.38
5 O -1.921 -0.417 -0.024  0.07
6 C -1.176 -2.627 -0.530  -0.12
7 N -1.557 -3.860 -0.985  0.11
8 C -0.494 -4.613 -0.938  -0.16
9 N 0.573 -3.935 -0.471  0.14
10 C 0.171 -2.659 -0.202  -0.07
11 C 1.169 -1.729 0.377  -0.40
12 O 2.276 -2.155 0.679  0.07
13 N 0.763 -0.463 0.494  0.17
14 C 1.522 0.538 1.208  -0.18
15 C 1.123 0.569 2.692  -0.08
16 C -0.368 0.717 2.812  -0.24
17 C -1.152 -0.334 3.267  -0.04
18 C -2.529 -0.209 3.334  -0.09
19 C -3.140 0.966 2.935  -0.10
20 C -2.367 2.016 2.469  -0.08
21 C -0.992 1.893 2.413  -0.04
22 C 3.032 0.318 1.041  -0.46
23 O 3.804 0.296 1.961  0.13
24 O 3.333 0.288 -0.249  0.02
25 C 4.699 0.084 -0.696  -0.56
26 C 5.283 -1.185 -0.080  -0.02
27 C 5.541 1.310 -0.342  -0.01
28 C 4.570 -0.066 -2.213  -0.02
29 C -4.143 0.382 -0.833  -0.47
30 O -4.409 1.266 -0.069  0.13
31 O -3.591 0.542 -2.037  0.01
32 C -3.118 1.851 -2.366  -0.10
33 C -1.648 2.002 -2.076  -0.20
34 C -0.753 1.031 -2.506  -0.03
35 C 0.601 1.177 -2.272  -0.07
36 C 1.075 2.304 -1.621  -0.11
37 C 0.185 3.268 -1.178  -0.08
38 C -1.173 3.113 -1.396  -0.03
39 H -6.078 -0.632 0.803  0.09
40 H -5.540 -2.322 0.825  0.08
41 H -4.508 -1.040 1.494  0.06
42 H -5.257 -1.324 -1.459  0.16
43 H -3.507 -2.904 -1.074  0.13
44 H -0.465 -5.642 -1.233  0.12
45 H 1.517 -4.251 -0.301  0.16
46 H -0.222 -0.244 0.309  0.10
47 H 1.285 1.501 0.740  0.14
48 H 1.640 1.402 3.171  0.13
49 H 1.461 -0.355 3.163  0.13
50 H -0.680 -1.259 3.570  0.11
51 H -3.123 -1.035 3.700  0.10
52 H -4.214 1.067 2.974  0.10
53 H -2.844 2.927 2.143  0.11
54 H -0.393 2.717 2.052  0.11
55 H 5.519 -1.026 0.968  0.08
56 H 6.186 -1.472 -0.612  0.09
57 H 4.553 -1.988 -0.142  0.08
58 H 5.116 2.204 -0.794  0.09
59 H 5.573 1.440 0.736  0.08
60 H 6.554 1.176 -0.711  0.09
61 H 5.553 -0.180 -2.661  0.09
62 H 3.970 -0.942 -2.446  0.09
63 H 4.086 0.810 -2.637  0.08
64 H -3.309 1.965 -3.439  0.14
65 H -3.699 2.589 -1.804  0.12
66 H -1.129 0.159 -3.021  0.12
67 H 1.294 0.415 -2.597  0.10
68 H 2.135 2.422 -1.454  0.10
69 H 0.549 4.144 -0.659  0.11
70 H -1.866 3.862 -1.041  0.12